Entry 1:
{"formula": "C3H4F2O", "method": "ωB97M-V with the def2-TZVPD basis set", "elements": ["C", "C", "C", "O", "F", "F", "H", "H", "H", "H"], "positions_angstrom": [[0.52, -0.03, 0.57], [0.97, -0.19, -1.34], [-0.94, 0.15, 0.46], [0.67, -1.07, -2.02], [0.87, 0.86, 1.81], [1.37, 0.97, -1.83], [0.90, -1.02, 0.87], [-1.42, -0.03, 1.48], [-1.56, -0.60, 0.00], [-1.39, 0.97, 0.00]], "spin_multiplicity": 3, "de_lowest_kcal_mol": 55.7, "lumo_energy_ev": [0.8, -3.7], "orbital_gap_ev": [7.66, 8.62]}



Entry 2:
{"formula": "C37H28BF3O3S", "method": "ωB97M-V with the def2-TZVPD basis set", "elements": ["C", "C", "C", "C", "O", "C", "C", "C", "C", "C", "C", "C", "C", "C", "C", "C", "C", "C", "C", "C", "H", "H", "H", "H", "H", "H", "H", "H", "H", "H", "H", "H", "H", "H", "H", "C", "C", "C", "C", "C", "B", "C", "C", "C", "C", "C", "F", "F", "F", "C", "C", "O", "C", "C", "C", "C", "C", "C", "O", "S", "H", "H", "H", "H", "H", "H", "H", "H", "H", "H", "H", "H", "H"], "positions_angstrom": [[-7.99, 1.28, -0.88], [-6.77, 1.95, -0.78], [-5.58, 1.24, -0.56], [-5.64, -0.14, -0.40], [-4.58, -0.89, 0.08], [-3.34, -0.31, 0.36], [-2.92, -0.34, 1.69], [-1.69, 0.23, 2.00], [-0.85, 0.84, 1.06], [0.41, 1.58, 1.60], [1.03, 2.66, 0.62], [2.38, 3.03, 0.54], [2.80, 4.13, -0.23], [1.90, 4.92, -0.94], [0.55, 4.59, -0.88], [0.14, 3.49, -0.10], [-1.28, 0.82, -0.27], [-2.52, 0.27, -0.61], [-6.85, -0.83, -0.58], [-8.03, -0.12, -0.79], [-8.91, 1.84, -1.03], [-6.73, 3.04, -0.85], [-4.62, 1.77, -0.49], [-3.56, -0.74, 2.46], [-1.37, 0.19, 3.04], [-0.05, 2.23, 2.37], [3.15, 2.44, 1.04], [3.86, 4.37, -0.28], [2.24, 5.80, -1.52], [-0.18, 5.19, -1.42], [-0.93, 3.30, -0.08], [-0.69, 1.26, -1.07], [-2.88, 0.32, -1.64], [-6.85, -1.92, -0.48], [-8.97, -0.65, -0.90], [4.44, -0.56, 4.53], [3.27, -0.46, 3.61], [2.12, -1.24, 3.48], [1.09, -0.65, 2.71], [1.29, 0.70, 2.39], [2.24, -1.38, -1.74], [1.46, -2.47, -0.95], [2.12, -3.46, -0.19], [1.54, -4.72, -0.01], [0.21, -4.91, -0.39], [-0.42, -6.29, -0.41], [-1.34, -6.49, 0.60], [-1.10, -6.50, -1.58], [0.49, -7.31, -0.30], [-0.56, -3.82, -0.79], [0.06, -2.59, -0.99], [1.62, -0.20, -2.24], [2.63, 0.75, -2.19], [3.84, 0.15, -1.75], [5.07, 0.69, -2.11], [5.07, 1.72, -3.04], [3.88, 2.33, -3.44], [2.66, 1.91, -2.93], [3.63, -1.20, -1.51], [2.98, 1.03, 2.70], [4.09, -0.72, 5.57], [5.23, -1.29, 4.27], [4.92, 0.43, 4.45], [2.03, -2.21, 3.98], [0.20, -1.23, 2.43], [3.11, -3.29, 0.24], [2.07, -5.55, 0.43], [-1.62, -3.97, -0.95], [-0.58, -1.73, -1.20], [5.99, 0.16, -1.85], [6.00, 2.02, -3.50], [3.89, 3.11, -4.18], [1.72, 2.37, -3.23]], "lumo_energy_ev": -0.2, "orbital_gap_ev": 8.19}



What is the formula in the second record? C37H28BF3O3S